Density functional theory data (the ωB97M-V functional and the def2-TZVPD basis) for a structure of composition C41H31Cl5GeN5O4SZn at a distorted geometry.

```
89
Properties=species:S:1:pos:R:3
Zn -0.32 0.17 0.03
C 0.43 -0.44 4.29
C 0.71 0.32 3.03
O -0.10 0.33 2.09
N 1.85 1.02 2.96
C 2.14 1.90 1.82
C 2.78 1.18 0.65
C 4.15 1.23 0.46
C 4.71 0.59 -0.63
C 3.88 -0.08 -1.51
C 2.53 -0.09 -1.25
N 1.97 0.52 -0.19
H -0.39 -1.13 4.12
H 0.15 0.27 5.07
H 1.31 -0.99 4.62
H 2.50 0.98 3.72
H 2.80 2.70 2.17
H 1.20 2.34 1.51
H 4.77 1.78 1.16
H 5.78 0.61 -0.79
H 4.27 -0.60 -2.38
H 1.84 -0.60 -1.92
Cl -0.84 0.11 -2.92
C -2.32 -0.06 -2.00
C -2.26 0.09 -0.61
C -3.46 0.05 0.08
Cl -3.47 0.39 1.79
C -4.67 -0.20 -0.56
Cl -6.13 -0.25 0.33
C -4.69 -0.40 -1.94
Cl -6.17 -0.73 -2.74
C -3.50 -0.31 -2.67
Cl -3.52 -0.49 -4.38
O -3.03 7.95 2.45
S -2.38 9.12 1.90
O -1.62 9.88 2.86
O -3.22 9.91 1.02
C -1.11 8.44 0.78
N -0.16 9.27 0.30
C 0.77 8.73 -0.48
C 0.80 7.38 -0.79
C -0.20 6.60 -0.24
N -1.16 7.13 0.52
C -0.26 5.12 -0.38
C -1.10 4.40 0.48
C -1.08 3.02 0.42
N -0.27 2.33 -0.40
C 0.49 3.02 -1.26
C 0.51 4.40 -1.29
H 1.53 9.40 -0.86
H 1.59 6.96 -1.41
H -1.74 4.94 1.16
H -1.70 2.43 1.09
H 1.10 2.44 -1.94
H 1.14 4.91 -2.01
C -1.37 -3.85 4.32
C -0.08 -4.15 3.89
C 0.35 -3.73 2.63
C -0.51 -3.00 1.80
C -1.79 -2.68 2.26
C -2.22 -3.11 3.51
Ge 0.05 -2.42 0.02
C -1.13 -3.18 -1.33
C -2.38 -3.71 -0.98
C -3.24 -4.19 -1.96
C -2.88 -4.13 -3.30
C -1.64 -3.61 -3.66
C -0.78 -3.13 -2.69
C 1.87 -3.10 -0.21
C 2.20 -4.01 -1.22
C 3.51 -4.48 -1.33
C 4.49 -4.06 -0.44
C 4.17 -3.16 0.57
C 2.87 -2.67 0.68
H -1.70 -4.19 5.29
H 0.59 -4.72 4.52
H 1.35 -3.99 2.30
H -2.45 -2.09 1.65
H -3.23 -2.88 3.84
H -2.68 -3.77 0.06
H -4.20 -4.60 -1.67
H -3.56 -4.49 -4.06
H -1.36 -3.56 -4.71
H 0.17 -2.71 -2.99
H 1.44 -4.37 -1.90
H 3.76 -5.18 -2.12
H 5.50 -4.44 -0.53
H 4.93 -2.83 1.27
H 2.63 -1.96 1.46
```

As for the expectation value of S²: 0.755. Its lowest unoccupied orbital energy (spin up / spin down) is -1.0 / -3.2 eV. For the HOMO energy (spin up / spin down), the calculation gives -0.254 / -0.254 Ha. Its charge is 0. As for the multiplicity: 2.


Density functional theory data (the ωB97M-V functional and the def2-TZVPD basis) for a structure of composition C41H31IN2O4PSTi.

```
82
Properties=species:S:1:pos:R:3
Ti 1.22 -0.49 0.83
O -1.20 2.67 2.75
C -0.42 1.96 1.99
O 0.59 1.38 2.34
C -0.78 1.93 0.54
C -1.60 2.81 -0.14
C -1.49 2.86 -1.53
C -0.50 2.11 -2.17
C 0.26 1.26 -1.40
N 0.06 1.11 -0.10
C 1.49 0.50 -1.84
O 1.82 0.32 -2.96
O 2.12 0.01 -0.72
H -0.85 2.75 3.65
H -2.25 3.48 0.40
H -2.11 3.54 -2.10
H -0.30 2.21 -3.23
I -2.18 -1.42 -1.29
C -1.03 -1.45 -3.03
C -1.59 -0.81 -4.10
C -0.99 -0.91 -5.37
C 0.11 -1.70 -5.53
C 0.68 -2.38 -4.43
C 1.79 -3.23 -4.66
C 2.39 -3.91 -3.65
C 1.95 -3.68 -2.33
C 0.89 -2.85 -2.04
P 0.65 -2.57 -0.27
C 2.33 -2.68 0.50
C 3.51 -2.29 -0.16
C 4.75 -2.54 0.41
C 4.84 -3.21 1.62
C 3.68 -3.63 2.28
C 2.44 -3.36 1.74
C -0.34 -3.85 0.53
C 0.07 -5.17 0.31
C -0.62 -6.22 0.88
C -1.72 -5.97 1.69
C -2.14 -4.67 1.91
C -1.46 -3.61 1.33
C 0.16 -2.22 -3.11
H -2.51 -0.26 -4.00
H -1.43 -0.39 -6.22
H 0.56 -1.83 -6.50
H 2.15 -3.34 -5.68
H 3.21 -4.59 -3.83
H 2.50 -4.16 -1.53
H 3.46 -1.81 -1.13
H 5.65 -2.24 -0.11
H 5.81 -3.43 2.05
H 3.76 -4.18 3.20
H 1.55 -3.71 2.24
H 0.93 -5.38 -0.32
H -0.30 -7.24 0.69
H -2.26 -6.80 2.13
H -3.01 -4.47 2.52
H -1.85 -2.61 1.45
N 0.39 -1.22 2.47
S 0.54 -0.78 4.08
C 0.19 -2.24 4.99
C 1.04 -3.35 5.01
C 0.65 -4.46 5.72
C -0.58 -4.47 6.39
C -1.41 -3.37 6.37
C -1.03 -2.23 5.66
C 2.30 -0.55 4.26
C 2.82 -0.68 5.55
C 4.17 -0.44 5.77
C 4.99 -0.07 4.72
C 4.47 0.08 3.44
C 3.12 -0.15 3.22
H -0.35 -1.92 2.42
H 2.00 -3.31 4.52
H 1.30 -5.33 5.78
H -0.87 -5.35 6.96
H -2.35 -3.38 6.91
H -1.67 -1.36 5.65
H 2.18 -0.97 6.37
H 4.57 -0.54 6.77
H 6.04 0.12 4.89
H 5.10 0.40 2.62
H 2.77 0.10 2.21
```

Its lowest unoccupied orbital energy is -9.7 eV. For the HOMO energy, the calculation gives -0.571 Ha. Its charge is +3.


Density functional theory data (the ωB97M-V functional and the def2-TZVPD basis) for a structure of composition C41H32AsN3ReS at a distorted geometry.

```
79
Properties=species:S:1:pos:R:3
Re 0.26 -0.80 -1.35
C -1.43 -4.84 -1.59
C -0.07 -4.23 -1.51
C 0.36 -3.33 -2.48
C 1.63 -2.72 -2.39
C 2.48 -3.05 -1.32
C 2.08 -4.00 -0.40
C 0.83 -4.59 -0.50
H -1.37 -5.82 -2.06
H -2.10 -4.22 -2.18
H -1.86 -4.99 -0.60
H -0.23 -3.20 -3.38
H 2.02 -2.15 -3.23
H 3.46 -2.60 -1.26
H 2.75 -4.30 0.39
H 0.55 -5.36 0.21
N 6.67 5.07 4.31
C 6.00 4.43 3.64
C 5.17 3.59 2.85
C 5.76 2.62 2.04
C 4.96 1.78 1.29
C 3.57 1.87 1.37
C 2.99 2.83 2.20
C 3.78 3.70 2.92
C 2.68 1.01 0.57
C 2.64 1.20 -0.82
C 3.50 2.01 -1.59
C 3.15 1.83 -2.92
C 2.08 0.94 -2.94
N 1.76 0.55 -1.69
C 1.94 0.02 1.21
C 2.06 -0.41 2.56
C 1.28 -1.55 2.69
C 0.68 -1.77 1.45
N 1.07 -0.86 0.56
H 6.83 2.54 1.99
H 5.42 1.03 0.66
H 1.92 2.90 2.25
H 3.33 4.46 3.53
H 4.28 2.64 -1.21
H 3.61 2.27 -3.78
H 1.54 0.59 -3.80
H 2.68 0.03 3.31
H 1.17 -2.15 3.57
H 0.02 -2.57 1.17
S -1.07 -0.70 -3.28
C -2.30 0.53 -3.12
C -2.92 1.04 -4.26
C -3.81 2.09 -4.14
C -4.10 2.63 -2.89
C -3.53 2.08 -1.75
C -2.64 1.02 -1.85
As -1.77 0.18 -0.34
C -1.88 1.49 1.08
C -0.94 2.51 1.15
C -1.12 3.55 2.05
C -2.24 3.57 2.88
C -3.17 2.54 2.81
C -3.00 1.50 1.91
C -2.88 -1.31 0.24
C -3.80 -1.91 -0.61
C -4.57 -2.96 -0.15
C -4.41 -3.43 1.15
C -3.47 -2.85 1.99
C -2.70 -1.79 1.54
H -2.68 0.62 -5.23
H -4.26 2.51 -5.03
H -4.77 3.46 -2.81
H -3.76 2.47 -0.77
H -0.07 2.49 0.50
H -0.41 4.36 2.10
H -2.40 4.39 3.56
H -4.04 2.55 3.45
H -3.73 0.70 1.85
H -3.92 -1.54 -1.63
H -5.30 -3.42 -0.80
H -5.01 -4.25 1.50
H -3.33 -3.22 2.99
H -1.96 -1.32 2.19
```

As for the expectation value of S²: 0.836. Its lowest unoccupied orbital energy (spin up / spin down) is -8.5 / -7.9 eV. For the HOMO energy (spin up / spin down), the calculation gives -0.505 / -0.504 Ha. Its charge is +2. As for the multiplicity: 2.


Looking at energy relative to the best compared isomer or geometry (same formula, charge and spin) for the records above, in order, we have 17.6; 38.4; 37.8 kcal/mol.